# 1
The following is a quantum chemistry calculation of C2H5N3O in the gas phase at a distorted geometry, from the OMol25 dataset.

```
! RIJCOSX wB97M-V def2-TZVPD def2/J DEFGRID3
* xyz 0 1
C 1.2781 -0.3619 0.4076
C -1.7802 -0.2391 0.1715
H 2.6547 -0.4972 -0.9770
H 0.8275 -0.3066 1.4094
H 0.5552 0.3432 -1.3517
H -1.0066 1.8090 0.2994
H -2.7843 -0.0101 0.7796
N 2.3498 -0.7524 -0.0038
N 0.4509 0.6738 -0.3425
N -0.8761 0.7426 -0.0880
O -1.6689 -1.4012 -0.3045
*
```

Properties
LUMO	0.75	eV
SMILES string	[H]/N=C\NNC=O
M	87.08	g mol⁻¹


# 2
The following is a quantum chemistry calculation of C2H5N3O in the gas phase at a distorted geometry, from the OMol25 dataset.

```
! RIJCOSX wB97M-V def2-TZVPD def2/J DEFGRID3
* xyz 0 1
C 0.9950 -1.0400 0.5615
C -0.9744 0.2317 -1.9124
H -0.4465 1.0841 1.0645
H 0.0661 1.1934 2.5827
H 1.5579 -1.9110 0.6693
H -1.7212 1.0007 -1.9599
H -0.6555 -0.3390 -2.7875
N 0.4439 1.0187 1.6196
N 0.9916 -0.2489 1.5534
N -0.6062 0.0165 -0.7402
O 0.3492 -1.0061 -0.6508
*
```

Properties
LUMO	1.03	eV
SMILES string	C=NO/C=N\N
M	87.08	g mol⁻¹


Table of relative energy (zero: lowest compared OMol25 entry of this formula, charge and spin) (kcal/mol), in record order: 77.5 100.6
Table of HOMO energy (eV), in record order: -9.91 -8.69
Table of electronic energy (a.u.), in record order: -318.627030 -318.590173